{"formula": "C3H7O2P", "method": "the ωB97M-V functional and the def2-TZVPD basis", "symbols": ["C", "C", "C", "O", "O", "P", "H", "H", "H", "H", "H", "H", "H"], "positions_angstrom": [[-0.5289, 0.2726, -0.7140], [-1.4820, -0.3032, 0.2468], [2.3692, -0.5390, 0.7271], [-1.1621, -0.9431, -0.9201], [-2.7454, 0.2208, 0.3681], [1.2825, 0.3521, -0.0996], [-0.9678, 1.1306, -1.1692], [-1.2126, -0.7770, 1.2462], [1.9583, -0.9513, 1.5708], [2.7823, -1.2910, 0.0758], [-2.9072, 0.7507, -0.4294], [1.7594, 0.5374, -1.4337], [0.8542, 1.5402, 0.5312]], "e_above_lowest_kj_mol": 473.9, "largest_force_ev_per_a": 4.02, "e_lumo_ev": 0.7, "spin_multiplicity": 1, "smiles": "C=[PH2][C@H]1O[C@@H]1O", "e_homo_ev": -8.43}

---

{"formula": "C3H7O2Pt", "method": "the ωB97M-V functional and the def2-TZVPD basis", "symbols": ["C", "O", "C", "C", "H", "H", "H", "H", "H", "Pt", "O", "H", "H"], "positions_angstrom": [[-2.0020, 0.9655, -0.5906], [-0.6457, 0.5952, -0.3311], [-0.4391, -0.1917, 0.7739], [0.5219, -1.1079, 0.8316], [-2.0317, 2.0592, -0.6358], [-2.3292, 0.5506, -1.5534], [-2.6502, 0.6084, 0.2200], [-1.1136, 0.0312, 1.6048], [0.9945, -1.4863, -0.0779], [0.7838, 0.8509, -1.6096], [2.1623, 1.0086, -0.5979], [1.2209, -1.0915, 1.7041], [2.0806, 1.2171, 0.3340]], "e_above_lowest_kj_mol": 0.0, "largest_force_ev_per_a": 10.24, "e_lumo_ev": [0.6, -0.6], "spin_multiplicity": 4, "e_homo_ev": [-5.89, -9.01]}

---

{"formula": "C3H7O3", "method": "the ωB97M-V functional and the def2-TZVPD basis", "symbols": ["C", "C", "O", "O", "H", "H", "H", "C", "O", "H", "H", "H", "H"], "positions_angstrom": [[-0.1844, 1.6977, -1.9033], [-0.8148, 0.6593, -0.9630], [-0.2801, -0.4693, -0.8008], [-1.9471, 1.0114, -0.5235], [-0.4415, 2.7377, -1.7263], [-0.5979, 1.4629, -2.8890], [0.9036, 1.5840, -1.9736], [0.8241, -1.4373, 2.0592], [-0.3945, -1.8919, 1.4890], [-0.5268, -1.3442, 0.6866], [1.4985, -1.1259, 1.2555], [0.6549, -0.6070, 2.7402], [1.3061, -2.2775, 2.5490]], "e_above_lowest_kj_mol": 66.4, "largest_force_ev_per_a": 2.19, "e_lumo_ev": 4.2, "spin_multiplicity": 1, "charge": -1, "e_homo_ev": -4.20}

---

{"formula": "C3H7O3S2", "method": "the ωB97M-V functional and the def2-TZVPD basis", "symbols": ["C", "C", "O", "O", "C", "S", "S", "H", "H", "H", "H", "H", "H", "H", "O"], "positions_angstrom": [[1.3552, -0.8334, 0.2341], [1.0451, -2.0869, -0.6941], [1.9761, -2.5233, -1.3801], [-0.1537, -2.4923, -0.6299], [0.7182, 0.4026, -0.3887], [0.0862, 1.5312, 0.9634], [-1.2810, 2.6672, -0.0742], [0.9439, -1.1353, 1.1954], [2.4408, -0.7476, 0.1879], [1.4015, 1.0506, -0.9215], [-0.1434, 0.0997, -0.9817], [-2.4728, 2.2103, 0.4126], [-1.4119, -1.9421, 0.2683], [-1.1305, -0.8492, 1.3262], [-1.8497, -1.3501, 0.9233]], "e_above_lowest_kj_mol": 32.9, "largest_force_ev_per_a": 1.71, "e_lumo_ev": 2.8, "spin_multiplicity": 1, "charge": -1, "e_homo_ev": -4.81}

---

{"formula": "C3H7OP", "method": "the ωB97M-V functional and the def2-TZVPD basis", "symbols": ["C", "C", "C", "O", "P", "H", "H", "H", "H", "H", "H", "H"], "positions_angstrom": [[1.0460, 0.6382, 0.2965], [1.7744, -0.6115, 0.2095], [-1.9415, 0.4602, -0.5954], [1.4759, 1.7410, 0.1907], [-1.1199, 0.2557, 1.0227], [2.6029, -0.5719, -0.4369], [2.2429, -0.6026, 1.1314], [1.0601, -1.4626, -0.1098], [-1.3684, 1.1106, -1.1832], [-2.9259, 0.8213, -0.4496], [-1.8678, -0.6274, -1.0165], [-0.9789, -1.1509, 0.9406]], "e_above_lowest_kj_mol": 159.5, "largest_force_ev_per_a": 3.51, "e_lumo_ev": 0.7, "spin_multiplicity": 1, "e_homo_ev": -8.32}

---

{"formula": "C3H7OS", "method": "the ωB97M-V functional and the def2-TZVPD basis", "symbols": ["C", "S", "H", "H", "H", "C", "C", "O", "H", "H", "H", "H"], "positions_angstrom": [[0.2156, -0.8514, 2.8904], [-0.0086, -1.6140, 1.2520], [-0.5959, -1.1121, 3.5995], [1.2204, -0.9808, 3.2976], [-0.0122, 0.2054, 2.7344], [-0.3009, 1.0933, -2.9094], [-0.2764, 0.4665, -1.7226], [0.5190, 0.6783, -0.6931], [-0.7522, 0.6106, -3.7628], [0.2485, 2.0237, -2.9877], [-0.9477, -0.3893, -1.5860], [0.6903, -0.1302, -0.1122]], "e_above_lowest_kj_mol": 101.7, "largest_force_ev_per_a": 1.92, "e_lumo_ev": 4.1, "spin_multiplicity": 1, "charge": -1, "e_homo_ev": -2.80}

---

Number 1: total energy -610.177490 Eh. Number 2: total energy -387.987749 Eh. Number 3: total energy -344.284946 Eh. Number 4: total energy -1140.685984 Eh. Number 5: total energy -535.017461 Eh. Number 6: total energy -591.929534 Eh.